[1]
Molecular formula: C5H9NO
Method: DFT, ωB97M-V/def2-TZVPD

Last column: Mulliken charge in e.
Atoms and positions in Å:
C (0.45331, 1.44693, -0.78302)  -1.29
C (1.19567, 0.19982, -0.34189)  0.21
N (1.10379, -0.19199, 1.06658)  -0.57
C (0.51868, -1.06482, 0.05473)  -0.19
C (-0.98667, -1.24956, 0.09820)  -0.49
C (-1.78891, -0.01361, 0.44385)  -0.28
O (-2.80749, 0.30285, -0.12697)  -0.50
H (0.54477, 2.24818, -0.04144)  0.25
H (0.84872, 1.80396, -1.73699)  0.36
H (-0.61066, 1.26247, -0.93651)  0.34
H (2.17509, 0.07262, -0.80485)  0.41
H (1.98700, -0.56286, 1.40601)  0.25
H (1.04828, -1.98978, -0.17897)  0.42
H (-1.21351, -1.98159, 0.88755)  0.34
H (-1.36529, -1.65942, -0.84352)  0.28
H (-1.38590, 0.58874, 1.28197)  0.46

Properties
multiplicity	1
orbital gap	10.45	eV
HOMO energy	-9.55	eV
calculated total energy	-8867.0729	eV
E_LUMO	0.900	eV

[2]
Molecular formula: C5H9NO
Method: DFT, ωB97M-V/def2-TZVPD

Last column: Mulliken charge in e.
Atoms and positions in Å:
C (1.98280, -1.33352, 0.93531)  -0.35
C (0.29458, -0.70721, -0.58300)  -0.70
C (-0.60854, 0.42392, -0.01980)  0.68
C (-1.22906, 0.11570, 1.37509)  -1.03
C (-0.78209, 1.91432, -1.91170)  -0.56
N (1.71973, -0.58305, -0.02443)  -0.33
O (-0.80271, 1.56772, -0.59620)  -0.27
H (3.04343, -1.37851, 1.28712)  0.27
H (-0.13914, -1.65752, -0.40624)  0.42
H (0.63393, -0.53438, -1.62168)  0.25
H (-1.80508, 1.06377, 1.61210)  0.34
H (-0.45241, -0.39322, 2.00076)  0.25
H (-2.02496, -0.69852, 1.32821)  0.25
H (-0.06488, 1.47974, -2.60058)  0.23
H (1.29969, -2.20984, 1.21284)  0.24
H (-1.06528, 2.93060, -1.98781)  0.30

Properties
multiplicity	1
orbital gap (alpha / beta)	7.57 / 8.49	eV
HOMO energy (alpha / beta)	-6.95 / -7.68	eV
calculated total energy	-8863.1956	eV
E_LUMO (alpha / beta)	0.622 / 0.803	eV

[3]
Molecular formula: C5H9NO
Method: DFT, ωB97M-V/def2-TZVPD

Last column: Mulliken charge in e.
Atoms and positions in Å:
O (1.13682, -0.42943, -2.42592)  -0.56
C (0.32632, -0.57513, -1.27047)  0.07
C (0.93070, -0.89425, 0.25072)  -0.94
C (-0.05625, 0.15139, 0.71525)  0.98
C (-1.27789, -0.12138, 1.50923)  -0.61
N (-0.26469, 0.83731, 1.97127)  -0.71
C (-0.14901, 0.74136, -0.66537)  -0.90
H (1.63804, 0.40142, -2.40664)  0.33
H (-0.43939, -1.28399, -1.56296)  0.35
H (1.86875, -0.66419, -0.20372)  0.27
H (0.92726, -1.84011, 0.81010)  0.31
H (-1.37755, -1.00555, 2.13700)  0.27
H (-2.22385, 0.25131, 1.11228)  0.22
H (-0.57444, 1.79261, 1.79716)  0.28
H (-1.10233, 1.13323, -1.00734)  0.31
H (0.63753, 1.50543, -0.76059)  0.31

Properties
multiplicity	1
orbital gap	10.40	eV
HOMO energy	-9.47	eV
calculated total energy	-8865.6655	eV
E_LUMO	0.932	eV

no.,strongest force on any atom (Eh/bohr)
1,0.0092
2,0.0749
3,0.0471